Record 1
Below is a cluster of 2 separate species, C26H48NO9 in total at a distorted geometry, with properties calculated with wB97M-V/def2-TZVPD.

```
84
C26H48NO9, DFT wB97M-V/def2-TZVPD
C -2.375 -0.618 2.891
C -2.356 -2.021 2.397
C -1.174 -2.743 1.525
N 0.130 -2.511 2.319
C 1.060 -3.696 2.218
C 1.819 -4.122 3.604
C 2.172 -2.890 4.623
C 2.942 -1.614 3.943
O 2.384 -0.392 4.162
O 4.193 -1.654 3.171
C -1.007 -2.122 -0.024
C -2.522 -1.962 -0.628
O -3.129 -0.612 -0.379
C -2.870 0.298 -1.500
C -4.236 0.803 -2.296
O -0.131 -3.060 -0.698
C 0.381 -2.674 -1.993
C 0.801 -1.114 -2.219
C 2.148 -0.858 -1.260
C 1.883 0.308 -0.109
C 3.112 1.417 -0.333
C 3.325 2.381 0.976
C 2.121 3.477 1.217
C 1.645 4.278 -0.137
C 0.035 3.966 -0.343
C -0.612 4.678 -1.679
C -0.911 3.651 -2.922
C 0.236 2.497 -3.142
C -0.549 -3.174 -3.292
C 0.480 -3.329 -4.569
O 1.338 -4.353 -4.695
O 0.498 -2.256 -5.615
H -1.715 0.175 2.305
H -3.000 -0.253 3.830
H -3.323 -2.682 2.620
H -1.444 -3.875 1.408
H -0.220 -2.350 3.301
H 0.555 -4.661 1.771
H 1.905 -3.391 1.432
H 2.865 -4.595 3.280
H 1.183 -4.947 4.139
H 2.877 -3.304 5.483
H 1.174 -2.535 5.152
H 3.929 -1.938 2.248
H -0.593 -1.042 0.158
H -3.291 -2.725 -0.125
H -2.627 -2.135 -1.780
H -2.410 1.291 -1.023
H -2.108 -0.085 -2.300
H -5.147 0.165 -1.915
H -4.451 1.947 -2.073
H -4.117 0.693 -3.458
H 1.394 -3.292 -2.143
H 0.017 -0.316 -1.880
H 1.195 -0.933 -3.330
H 2.347 -1.858 -0.642
H 3.111 -0.651 -1.914
H 1.974 -0.199 0.966
H 0.815 0.790 -0.163
H 4.089 0.751 -0.490
H 2.848 1.975 -1.327
H 3.378 1.656 1.918
H 4.401 2.877 0.851
H 2.550 4.281 1.986
H 1.168 3.004 1.750
H 1.780 5.437 0.103
H 2.299 4.071 -1.087
H -0.508 4.476 0.590
H -0.235 2.813 -0.256
H -1.667 5.110 -1.341
H 0.008 5.627 -2.046
H -0.951 4.286 -3.930
H -1.997 3.222 -2.753
H -0.034 1.780 -4.033
H 0.319 1.854 -2.143
H 1.292 3.019 -3.262
H -1.184 -4.129 -3.056
H -1.241 -2.232 -3.534
H -0.009 -1.454 -5.257
C -3.581 3.125 3.066
O -4.823 3.026 3.208
O -2.946 2.325 3.911
O -2.887 3.823 2.292
H -3.794 2.005 4.280
```

Computed properties:
**HOMO**: -4.39 eV
**Charge**: -1
**Frontier orbital gap**: 6.310 eV
**Total energy**: -1750.9356 hartree


Record 2
Below is a cluster of 7 separate species, C26H49BrF3N9O8 in total at a distorted geometry, with properties calculated with wB97M-V/def2-TZVPD.

```
96
C26H49BrF3N9O8, DFT wB97M-V/def2-TZVPD
C -2.459 0.822 2.869
C -1.336 1.586 3.643
Br -0.609 2.957 2.390
C -1.898 2.368 4.879
C -1.594 1.683 6.266
C -2.837 1.861 7.136
N -3.627 2.280 7.860
C -0.285 2.164 6.971
C 0.850 2.335 5.928
N 1.564 2.253 5.031
O -0.413 3.335 7.745
N -0.905 4.421 6.988
O -0.079 5.224 6.826
C 0.251 1.049 7.978
F 0.568 1.647 9.144
F 1.384 0.489 7.558
F -0.676 0.147 8.283
H -2.886 0.100 3.605
H -2.001 0.313 2.001
H -3.233 1.547 2.540
H -0.482 0.942 3.913
H -1.561 3.416 4.807
H -3.007 2.401 4.788
H -1.476 0.598 6.047
C 1.418 6.657 1.699
O 0.430 6.726 0.995
N 2.488 5.851 1.479
C 3.630 5.831 2.371
C 2.487 4.984 0.318
H 1.525 7.272 2.607
H 4.528 6.112 1.816
H 3.755 4.825 2.777
H 3.488 6.530 3.194
H 2.395 5.596 -0.581
H 1.630 4.314 0.374
H 3.405 4.401 0.273
C -0.751 2.342 -1.446
O -1.261 1.933 -0.421
N 0.373 1.842 -2.006
C 0.932 2.379 -3.233
C 1.042 0.730 -1.357
H -1.179 3.183 -2.015
H 0.965 1.594 -3.987
H 1.946 2.736 -3.041
H 0.326 3.206 -3.603
H 0.357 -0.118 -1.289
H 1.333 1.021 -0.345
H 1.926 0.441 -1.923
C 2.698 0.968 -6.444
O 2.835 1.049 -5.235
N 2.295 1.973 -7.250
C 2.158 1.791 -8.681
C 1.992 3.269 -6.667
H 2.901 0.036 -6.993
H 2.821 2.487 -9.199
H 1.124 1.990 -8.973
H 2.419 0.772 -8.967
H 2.878 3.654 -6.158
H 1.192 3.160 -5.935
H 1.684 3.967 -7.442
C -3.077 -2.761 1.709
O -2.544 -3.021 2.771
N -2.560 -3.032 0.491
C -3.256 -2.690 -0.733
C -1.264 -3.686 0.408
H -4.060 -2.264 1.659
H -3.442 -3.599 -1.310
H -2.639 -2.008 -1.322
H -4.207 -2.208 -0.514
H -1.309 -4.651 0.916
H -0.514 -3.068 0.904
H -0.984 -3.835 -0.633
C 2.431 -2.587 -8.899
O 3.231 -1.673 -8.963
N 2.158 -3.309 -7.790
C 1.188 -4.386 -7.795
C 2.858 -2.997 -6.555
H 1.846 -2.908 -9.777
H 0.397 -4.164 -7.076
H 1.682 -5.319 -7.513
H 0.748 -4.503 -8.784
H 2.656 -1.963 -6.271
H 3.933 -3.109 -6.708
H 2.531 -3.662 -5.759
C -1.736 -8.060 3.708
O -0.825 -7.945 2.912
N -2.674 -7.118 3.955
C -3.736 -7.324 4.918
C -2.612 -5.860 3.229
H -1.872 -8.975 4.309
H -4.702 -7.248 4.414
H -3.672 -6.559 5.696
H -3.652 -8.307 5.379
H -2.680 -6.061 2.157
H -1.659 -5.374 3.432
H -3.424 -5.206 3.530
```

Computed properties:
**HOMO**: -8.92 eV
**Frontier orbital gap**: 8.050 eV
**Energy above the lowest of the compared OMol25 structures with the same formula, charge and spin**: 0.0000 eV
**Total energy**: -4988.2841 hartree
**SMILES string**: C[C@@H](Br)C[C@H](C#N)[C@@](C#N)(ON=O)C(F)(F)F.CN(C)C=O.CN(C)C=O.CN(C)C=O.CN(C)C=O.CN(C)C=O.CN(C)C=O


Record 3
Below is a cluster of 9 separate species, C26H49Cl17FN3O2P in total, with properties calculated with wB97M-V/def2-TZVPD.

```
99
C26H49Cl17FN3O2P, DFT wB97M-V/def2-TZVPD
C 5.420 -3.883 0.604
C 5.315 -2.966 -0.619
C 4.646 -1.636 -0.311
N 4.181 -0.957 -1.558
C 3.032 -0.170 -1.391
C 3.128 1.198 -1.442
N 2.061 2.017 -1.323
P 2.660 3.775 -1.485
O 1.898 4.505 -0.288
O 1.707 4.251 -2.705
C 0.818 1.502 -1.142
C -0.383 2.407 -1.048
C -1.298 2.481 -2.315
C -1.638 3.916 -2.703
Cl -0.555 1.653 -3.721
C 0.656 0.118 -1.051
C -0.764 -0.361 -0.807
F -1.001 -1.563 -1.446
C -1.123 -0.392 0.693
C -2.093 -1.512 1.102
C 1.761 -0.753 -1.186
C 1.702 -2.262 -1.184
C 1.251 -2.964 0.121
C 0.293 -4.135 -0.110
C 0.798 -5.159 -1.132
N -0.279 -5.584 -2.049
H 5.362 -3.330 1.542
H 6.369 -4.421 0.595
H 4.641 -4.644 0.589
H 6.294 -2.763 -1.056
H 4.726 -3.451 -1.401
H 5.343 -0.963 0.201
H 3.796 -1.756 0.363
H 4.927 -0.355 -1.883
H 4.086 1.687 -1.577
H 1.184 5.103 -0.582
H 2.174 4.081 -3.536
H -0.991 2.030 -0.226
H -0.100 3.410 -0.776
H -2.226 1.958 -2.096
H -1.840 4.503 -1.808
H -0.834 4.353 -3.285
H -2.537 3.917 -3.320
H -1.432 0.356 -1.286
H -1.609 0.559 0.917
H -0.218 -0.405 1.300
H -1.628 -2.157 1.848
H -2.963 -1.078 1.589
H -2.453 -2.105 0.268
H 2.698 -2.619 -1.425
H 1.065 -2.580 -2.010
H 2.142 -3.380 0.601
H 0.826 -2.270 0.844
H 0.176 -4.647 0.850
H -0.699 -3.785 -0.390
H 1.210 -6.034 -0.620
H 1.604 -4.750 -1.744
H -1.181 -5.420 -1.619
H -0.230 -6.580 -2.217
C 3.563 3.487 2.700
Cl 2.414 2.581 3.684
Cl 4.106 2.546 1.296
H 3.074 4.379 2.328
H 4.430 3.733 3.300
C 0.396 8.401 -0.039
Cl 2.150 8.388 0.109
Cl -0.210 6.917 -0.816
H -0.042 8.463 0.949
H 0.097 9.238 -0.657
C -6.101 -1.407 0.788
Cl -5.436 0.195 1.155
Cl -5.284 -2.691 1.692
H -7.152 -1.417 1.051
H -5.965 -1.592 -0.271
C -6.466 -0.935 4.739
Cl -5.811 -0.524 6.329
Cl -8.088 -1.625 4.813
H -6.517 -0.031 4.143
H -5.806 -1.660 4.280
C -2.319 -1.235 -4.652
Cl -3.747 -0.992 -3.631
Cl -2.502 -2.612 -5.736
H -2.172 -0.341 -5.245
H -1.471 -1.416 -4.001
C -10.194 1.494 3.650
Cl -11.669 1.235 2.717
Cl -8.748 1.475 2.627
H -10.255 2.461 4.133
H -10.099 0.698 4.379
C 9.854 -2.523 -1.888
Cl 8.838 -2.738 -0.454
Cl 9.656 -0.918 -2.602
H 10.889 -2.646 -1.595
H 9.567 -3.264 -2.623
C -2.555 1.805 4.782
Cl -4.136 1.487 4.070
Cl -1.249 1.759 3.582
H -2.568 2.790 5.230
H -2.356 1.044 5.527
```

Computed properties:
**HOMO**: -10.97 eV
**Charge**: +1
**Frontier orbital gap**: 7.891 eV
**Total energy**: -9599.1516 hartree


Record 4
Below is a structure of composition C26H49ClF5N2O9S4 at a distorted geometry, with properties calculated with wB97M-V/def2-TZVPD.

```
96
C26H49ClF5N2O9S4, DFT wB97M-V/def2-TZVPD
C 0.992 4.331 -0.658
C -0.347 4.487 0.117
C -0.601 3.279 1.037
C -1.450 3.641 2.278
C -1.158 2.008 0.307
C -2.136 2.335 -0.843
C -1.478 2.611 -2.218
C -0.571 1.498 -2.779
S -1.387 -0.100 -3.098
O -1.890 1.228 1.283
C -1.295 0.023 1.683
S 0.466 0.243 2.285
C -2.129 -0.474 2.927
C -1.372 -1.309 3.975
C -2.459 -2.071 4.823
C -2.749 -3.462 4.193
N -4.119 -3.519 3.592
C -1.211 -1.049 0.555
C -2.586 -1.673 0.211
O -3.444 -0.729 -0.460
C -4.668 -0.655 0.038
F -5.391 0.073 -0.808
F -4.722 -0.022 1.190
F -5.271 -1.826 0.146
O -0.402 -2.125 1.017
C 0.484 -2.643 0.037
C 1.846 -2.916 0.764
C 2.851 -1.758 0.534
C 4.314 -2.216 0.282
C 4.702 -1.865 -1.154
O 4.695 -0.420 -1.286
C 4.173 -0.103 -2.528
C 2.886 0.692 -2.542
O 4.705 -0.440 -3.501
C -0.012 -4.009 -0.510
Cl 1.053 -4.581 -1.851
C -0.105 -5.051 0.608
C -0.923 -6.303 0.163
H 1.247 3.278 -0.826
H 0.957 4.821 -1.637
H 1.813 4.810 -0.117
H -1.185 4.757 -0.529
H -0.194 5.347 0.783
H 0.380 3.002 1.445
H -1.081 4.569 2.728
H -1.272 2.867 3.033
H -2.523 3.676 2.067
H -0.295 1.494 -0.130
H -2.919 1.586 -0.972
H -2.649 3.266 -0.557
H -2.306 2.719 -2.935
H -0.937 3.559 -2.266
H 0.320 1.392 -2.156
H -0.197 1.861 -3.742
H -2.700 0.211 -3.191
H 0.346 0.844 3.490
H -3.062 -0.952 2.625
H -2.416 0.460 3.429
H -0.723 -2.078 3.555
H -0.816 -0.709 4.695
H -3.398 -1.515 4.746
H -2.150 -2.164 5.868
H -2.037 -3.690 3.392
H -2.700 -4.247 4.956
H -3.996 -3.693 2.598
H -4.622 -4.332 3.932
H -0.854 -0.587 -0.373
H -3.049 -2.178 1.060
H -2.361 -2.455 -0.524
H 0.730 -1.949 -0.773
H 1.649 -2.994 1.838
H 2.319 -3.838 0.417
H 2.862 -1.107 1.410
H 2.568 -1.141 -0.327
H 4.441 -3.290 0.465
H 5.026 -1.700 0.938
H 5.703 -2.214 -1.420
H 3.929 -2.299 -1.800
H 2.337 0.467 -3.454
H 3.130 1.755 -2.470
H 2.302 0.441 -1.649
H -1.015 -3.946 -0.942
H 0.880 -5.412 0.908
H -0.606 -4.638 1.489
H -1.413 -6.089 -0.792
H -1.660 -6.604 0.913
H -0.275 -7.171 0.012
N 4.245 4.928 -4.154
S 4.658 6.431 -4.443
O 4.204 7.399 -3.496
O 4.694 6.827 -5.814
F 6.208 6.313 -4.084
S 2.710 4.663 -4.335
O 2.301 3.415 -3.761
O 2.130 4.996 -5.595
F 2.029 5.711 -3.341
```

Computed properties:
**HOMO**: -6.91 eV
**Charge**: -1
**Frontier orbital gap**: 8.719 eV
**Total energy**: -4359.0947 hartree